(1)
Computed, not measured: a molecular structure, C22H15Cl2CoN5OS, with ωB97M-V/def2-TZVPD.

XYZ file:
```
47
Properties=species:S:1:pos:R:3:lowdin_charge:R:1
H -6.4555 1.8143 -2.5727 0.104
Cl 0.6342 1.0400 7.0172 0.682
H 0.9385 3.1512 5.1616 0.108
C 0.4419 2.3315 4.6600 -0.118
C -0.5726 1.4800 2.6168 -0.384
C 6.0302 -0.9181 -4.0200 -0.100
C -0.8226 0.2770 3.3480 -0.128
Co -1.4493 -0.1946 0.7110 0.390
Cl 0.4568 3.9572 2.4919 0.709
C 4.7529 -1.7464 -2.1570 -0.034
H -1.6294 -3.0783 4.9530 0.109
C -1.3883 -2.1129 4.5315 -0.036
S 0.3154 -1.4405 0.0731 0.683
N -1.6581 0.1746 -1.1240 -0.092
N -1.4174 -0.7078 2.6143 0.010
C -4.6824 0.7733 -3.1927 -0.075
C 3.6482 -0.5452 -3.9322 -0.028
H 4.7011 -2.2696 -1.2089 0.112
C 3.5989 -1.2075 -2.7111 -0.228
H -5.0768 0.5226 -4.1688 0.106
H 2.4202 -1.7397 -1.0591 0.074
H 2.7372 -0.1414 -4.3510 0.104
C -4.9433 1.8373 -1.0524 -0.073
C 0.0818 2.4826 3.3096 -0.584
N -0.7889 -0.0238 -1.9965 0.084
H -5.5284 2.4341 -0.3647 0.107
C -2.9178 0.6620 -1.5795 -0.231
O -0.9638 1.5466 1.3801 -0.143
H 6.8634 -2.0091 -2.3716 0.103
C -1.6890 -1.8577 3.1851 -0.100
C -3.6737 1.4149 -0.6885 -0.024
H -2.1576 -2.6137 2.5671 0.120
H 4.9072 0.1195 -5.5239 0.103
C -5.4552 1.5048 -2.2982 -0.083
H -3.2400 1.6987 0.2659 0.101
C -0.7866 -1.1431 5.2850 -0.004
C 0.1738 1.1811 5.3443 -0.611
C -0.4721 0.1023 4.6994 -0.169
N 1.3050 -0.7316 -2.3739 0.067
N 2.3949 -1.3405 -1.9952 -0.004
C -3.4117 0.3517 -2.8404 -0.019
C 0.3103 -0.7032 -1.5285 -0.736
H -2.7948 -0.2231 -3.5173 0.110
H -0.5472 -1.3171 6.3254 0.097
H 6.9797 -0.7910 -4.5230 0.099
C 5.9648 -1.5971 -2.8122 -0.090
C 4.8660 -0.4041 -4.5771 -0.085
```

The total energy comes out at -106062.3354 eV. Its HOMO-LUMO gap (alpha / beta) is 6.46 / 6.55 eV. As for the multiplicity: 2. Its expectation value of S² is 0.905. The lowest unoccupied orbital energy (alpha / beta) comes out at -1.005 / -1.016 eV. The value obtained for the HOMO energy (alpha / beta) is -7.46 / -7.57 eV. The value obtained for the energy relative to the best compared isomer or geometry (same formula, charge and spin) is 7.7 kcal/mol.



(2)
Computed, not measured: a molecular structure, C22H15Cl2F6N5O2S, with ωB97M-V/def2-TZVPD.

XYZ file:
```
53
Properties=species:S:1:pos:R:3:lowdin_charge:R:1
F 0.8196 2.7866 3.4359 0.123
H -3.7885 -2.4320 -2.8900 0.117
C 0.0290 -1.3774 -2.3572 -0.132
Cl -5.2245 -5.4254 0.9733 0.778
N 0.4935 -3.6243 -0.1110 0.231
C 3.8600 2.9534 -0.5051 0.061
S -0.1546 0.8588 -0.1009 0.848
N 0.0945 -1.0564 2.8038 0.224
F 2.7890 2.2985 4.2793 0.122
C 1.0815 0.5981 -1.2041 -0.648
C 3.8175 3.8727 1.7397 0.053
C -1.9987 0.1157 -2.7261 -0.130
C -3.5587 -1.6870 -2.1159 -0.181
O -2.8696 -4.6872 -0.6413 0.085
F 2.2254 4.3973 3.9480 0.117
F 5.3393 5.9775 0.3801 0.118
H -1.1648 -0.4918 -0.7495 -0.031
C -3.0793 -2.5945 2.9889 -0.349
H 2.7769 1.3330 -2.0734 0.148
C -0.5734 -3.3774 0.3147 -0.149
C 5.5988 4.6455 0.1640 -0.505
N 2.2289 1.3604 -1.2176 0.060
H -1.5769 0.0034 -3.7357 0.112
O -3.1109 -1.9632 4.0411 0.119
C 2.1363 3.1399 3.4123 -0.509
C 2.7232 2.1817 -0.2018 -0.209
H -1.7959 1.1227 -2.3448 0.092
C -2.9215 -4.1173 0.4599 -0.347
H 4.2282 4.5348 2.4949 0.140
Cl -5.2080 -4.0458 3.8366 0.783
C 2.1938 2.1894 1.0823 0.007
C -0.8396 -1.6660 2.4481 -0.156
C -1.3082 -0.9201 -1.8123 -0.457
C -1.9509 -2.4542 2.0525 -0.077
H -0.1097 -1.5876 -3.4283 0.128
C 4.3903 3.7932 0.4657 -0.103
C -3.4870 -0.2728 -2.7196 -0.145
H -4.0641 0.4192 -2.0981 0.108
C -4.0909 -3.6288 2.6203 -0.586
H -3.8976 -0.2560 -3.7356 0.107
N 1.0360 -0.3165 -2.2133 0.034
H -4.3230 -1.7645 -1.3286 0.111
N -2.2453 -1.9486 -1.5559 -0.021
F 6.0178 4.5167 -1.1303 0.112
C 2.7213 3.0686 2.0271 -0.090
F 6.6585 4.3120 0.9734 0.118
H 4.3098 2.8930 -1.4951 0.127
H 1.3715 1.5355 1.3863 0.025
C -4.0451 -4.2808 1.4140 -0.597
H -1.9800 -2.9292 -1.5847 0.086
H 0.3752 -2.2917 -1.8614 0.079
H 1.9040 -0.5059 -2.7099 0.146
C -1.8534 -3.2049 0.9050 -0.093
```

The total energy comes out at -86785.2603 eV. Its HOMO-LUMO gap is 4.09 eV. As for the multiplicity: 1. The lowest unoccupied orbital energy comes out at -3.090 eV. The value obtained for the HOMO energy is -7.18 eV. The value obtained for the energy relative to the best compared isomer or geometry (same formula, charge and spin) is 20.3 kcal/mol.



(3)
Computed, not measured: a molecular structure, C22H15F4N3O6, with ωB97M-V/def2-TZVPD.

XYZ file:
```
50
Properties=species:S:1:pos:R:3:lowdin_charge:R:1
H -2.6240 0.1245 3.7194 0.167
H -0.0893 -0.6275 3.1633 0.125
C -0.1994 2.4556 1.0521 0.082
C -1.8389 1.2154 -2.1767 -0.027
C 0.9133 -1.7820 0.7398 -0.195
C -1.3513 2.3383 0.0661 0.010
H 5.3339 -0.6676 0.7629 0.263
H -0.3297 2.5561 2.0160 0.049
O 1.0096 0.5204 -3.0908 0.150
N 4.3685 -0.1537 1.0720 0.168
H -3.6066 -1.0526 -0.1832 0.106
O -0.0676 0.8448 -0.4779 0.066
H 2.0350 -0.6841 -0.2303 0.109
O 0.9316 -3.0620 0.7823 0.108
H 1.6149 0.6467 2.4260 0.241
H -3.4775 2.5370 -1.4776 0.135
C 3.9886 1.0465 0.6126 -0.419
F 4.1996 -2.2170 3.0378 0.126
C 3.2626 -1.1083 1.1219 -0.256
C -2.2391 -0.3206 2.6648 0.097
C -1.5452 -1.5125 0.2284 0.097
H -3.8684 0.2283 -5.1547 -0.002
F -4.4174 -0.2284 1.7839 0.015
C 1.7470 0.5470 0.9926 -0.332
C -2.1162 -0.0932 -4.0821 -0.128
H -4.7544 1.6948 -3.6687 0.098
C -0.8021 -0.7494 2.3252 -0.065
H 2.9218 -3.1831 0.6015 0.202
N 0.0809 -0.1646 -2.8124 -0.385
F 2.0025 -2.0731 3.2184 0.082
C -2.9069 -1.2274 0.5218 -0.019
O 4.9785 1.8593 0.4601 0.000
C -0.4702 -1.2673 1.2663 -0.171
C -3.2160 0.3789 -4.5679 0.030
C 3.1607 -1.4364 2.6018 -0.382
C -3.0979 -0.6382 1.6062 -0.342
N 2.6361 1.4292 0.8008 0.148
H -1.2826 -2.0981 -0.6137 0.097
C -3.7899 1.2199 -3.3882 0.021
C 1.8266 -0.7799 0.6402 -0.165
F 3.4129 -0.2089 3.2126 0.081
H -2.1187 3.3239 0.2399 0.180
C -1.0816 1.4347 -0.8929 -0.311
O 3.7799 -2.4452 0.5330 -0.048
O 0.1283 -1.3403 -2.6556 0.117
H 2.6709 2.4401 0.7172 0.193
H -1.7754 -0.8991 -4.8277 0.166
C -1.3068 0.1672 -3.0895 -0.095
C 0.5371 1.3215 0.5774 -0.185
C -3.1679 1.6904 -2.1746 -0.001
```

The total energy comes out at -50662.9277 eV. Its HOMO-LUMO gap is 8.19 eV. As for the multiplicity: 1. The lowest unoccupied orbital energy comes out at -0.726 eV. The value obtained for the HOMO energy is -8.92 eV.



(4)
Computed, not measured: a molecular structure, C22H15GeLiN2S2, with ωB97M-V/def2-TZVPD.

XYZ file:
```
43
Properties=species:S:1:pos:R:3:lowdin_charge:R:1
H -2.4235 -1.1064 0.6549 0.091
C -0.5709 2.6246 2.2149 -0.094
C -2.1071 -2.0081 0.1437 -0.102
C 4.2306 -1.6488 1.9318 -0.111
S -1.0818 1.2946 -3.6334 0.473
C 4.1502 -0.4327 1.2661 -0.096
C -1.7652 3.1424 1.7339 -0.095
H -3.1953 -5.1545 -0.4922 0.093
Li 0.8939 0.3857 -2.9259 0.319
C 3.0109 -0.1114 0.5422 -0.137
C 0.4645 3.1671 -2.2602 -0.818
C 2.0225 -2.2054 1.1539 -0.111
H 0.4520 -3.2622 -1.6700 0.095
H 2.9584 0.8385 0.0191 0.055
C -0.8738 -2.0344 -0.5049 -0.332
N -2.7897 4.3277 -2.5571 0.149
C -2.3635 2.5727 0.6199 -0.089
H -2.2196 3.9991 2.2149 0.096
H -3.8928 -3.0776 0.6569 0.097
C -0.5013 -3.2142 -1.1520 -0.142
H -0.0977 3.0689 3.0823 0.096
N 0.5449 5.4361 -1.0075 0.144
C -1.7586 1.4968 -0.0153 -0.150
H 5.1208 -1.9047 2.4930 0.092
H 0.9692 1.1634 1.9570 0.089
C -0.5524 0.9692 0.4504 -0.329
H 3.2195 -3.4835 2.3932 0.094
H 1.1927 -2.9020 1.1249 0.089
C -2.5468 -4.2874 -0.4938 -0.110
C 0.0309 1.5500 1.5763 -0.104
H 4.9782 0.2645 1.3081 0.098
H -2.2235 1.0730 -0.8989 0.081
C 1.9252 -0.9883 0.4805 -0.329
C 0.4929 4.4256 -1.5565 -0.312
H -3.2815 2.9849 0.2206 0.098
C -2.9369 -3.1221 0.1490 -0.096
C -0.7299 2.7745 -2.8190 -0.835
H -1.0087 -5.2386 -1.6504 0.094
S 1.9543 2.3009 -2.2633 0.496
C -1.8621 3.6532 -2.6585 -0.324
C -1.3211 -4.3329 -1.1444 -0.105
C 3.1645 -2.5343 1.8735 -0.104
Ge 0.3275 -0.4638 -0.5579 0.984
```

The total energy comes out at -104431.1127 eV. Its HOMO-LUMO gap (alpha / beta) is 6.32 / 5.14 eV. As for the multiplicity: 2. Its expectation value of S² is 0.760. The lowest unoccupied orbital energy (alpha / beta) comes out at 2.205 / 0.908 eV. Its charge is -1. The value obtained for the HOMO energy (alpha / beta) is -4.11 / -4.23 eV.



(5)
Computed, not measured: a molecular structure, C22H15IrN4O3S, with ωB97M-V/def2-TZVPD.

XYZ file:
```
46
Properties=species:S:1:pos:R:3:lowdin_charge:R:1
H 0.1110 -6.4234 -1.2235 0.151
C -0.0779 -4.3071 -1.2073 0.078
H -2.7688 1.2670 3.5105 0.134
H 2.7486 3.5450 2.0180 0.133
O -1.0642 -1.3592 -1.2558 -0.024
C -4.1130 0.4357 1.1575 0.052
C 3.1485 3.5565 -1.3403 0.021
N 1.2365 2.2972 -0.6975 -0.057
H 2.5890 -6.4210 -0.9179 0.158
C 2.0514 2.7661 -1.6460 -0.080
C 0.6493 -3.1081 -1.1105 -0.023
O 3.2677 -1.1068 -2.1676 -0.208
H -3.2451 0.5862 -2.5538 0.132
N -2.5766 0.8301 -0.6031 -0.061
C -1.7615 1.2459 1.6053 -0.175
N -0.6253 1.5339 0.9720 0.023
Ir -0.4401 0.9187 -1.1709 1.682
C 2.0468 -5.4834 -0.9691 0.140
H 1.1991 2.8731 3.4180 0.134
C -4.8043 0.2003 -1.1284 0.019
H 4.2711 4.4198 0.2684 0.144
C 0.1236 -1.7324 -1.1331 -0.511
C 2.5615 3.3272 0.9770 0.055
N 1.0556 -0.7998 -0.9874 -0.115
H -4.3344 0.3961 2.2141 0.133
O 3.2055 -1.0428 0.3183 -0.218
C -3.5141 0.5382 -1.5054 -0.085
H 3.7688 3.9380 -2.1383 0.139
H -6.0920 -0.1450 0.5497 0.143
S 2.6346 -1.3912 -0.9318 0.673
H -5.5431 -0.0102 -1.8883 0.138
C 2.7833 -4.2693 -0.8723 0.059
H -0.8137 2.2132 4.6900 0.144
C 0.3744 2.3904 2.9143 0.061
C 0.6334 -5.4777 -1.1403 0.070
C -0.7637 2.0310 3.6246 0.038
C -5.0986 0.1336 0.2234 0.032
C 3.4125 3.8212 -0.0068 0.037
C 1.4613 2.5745 0.6080 -0.188
H -1.1529 -4.2830 -1.3263 0.151
C -2.8509 0.7954 0.7204 -0.185
H 3.8595 -4.2858 -0.7572 0.158
C -1.8589 1.4820 2.9697 0.060
H 1.8347 2.5200 -2.6785 0.130
C 0.4116 2.1393 1.5490 -0.174
C 2.0600 -3.1296 -0.9508 -0.119
```

The total energy comes out at -48802.2024 eV. Its HOMO-LUMO gap (alpha / beta) is 7.75 / 4.25 eV. As for the multiplicity: 6. Its expectation value of S² is 8.784. The lowest unoccupied orbital energy (alpha / beta) comes out at -10.169 / -13.660 eV. Its charge is +3. The value obtained for the HOMO energy (alpha / beta) is -17.92 / -17.91 eV. The value obtained for the energy relative to the best compared isomer or geometry (same formula, charge and spin) is 9.6 kcal/mol.